Below is 5 unconnected molecules or ions with the total composition H10O5 in a non-equilibrium geometry, with properties calculated with wB97M-V/def2-TZVPD.

XYZ file:
```
15
Properties=species:S:1:pos:R:3:forces:R:3:nbo_charge:R:1
O -0.052827 -2.547566 2.359426 -1.2 -1.1 0.1 -0.9477
H 0.399612 -2.591118 3.188821 0.3 -0.3 0.8 0.4543
H 0.373251 -1.836025 1.913797 0.6 0.5 -0.8 0.4712
O 0.104212 2.657020 -1.177499 -0.6 2.8 -0.5 -0.9588
H 0.244878 1.742104 -1.199260 0.2 -2.4 0.0 0.4771
H -0.437604 2.863301 -1.959007 0.3 -0.1 0.6 0.4606
O -2.515999 0.031676 -1.916857 -0.6 0.6 -0.9 -0.9492
H -1.651801 -0.226012 -1.606240 0.6 0.0 0.1 0.4858
H -2.372239 0.590956 -2.709497 0.0 -0.6 0.8 0.4615
O 0.508532 -0.062190 -1.054357 -0.6 0.0 -0.2 -0.9743
H 1.160863 -0.131464 -1.743352 0.5 -0.2 -0.3 0.4786
H 0.962830 -0.119638 -0.209329 0.1 -0.1 0.4 0.5056
O 1.074161 -0.291171 1.652170 -0.7 1.0 1.4 -0.9570
H 0.358935 -0.076923 2.307881 0.5 -0.1 -1.2 0.5010
H 1.843195 -0.002950 2.153303 0.5 0.0 -0.2 0.4913
```
Forces are in eV/Å.

Summary:
- energy (eV) = -10399.654
- orbital gap (eV) = 10.974
- ΔE to the lowest compared entry with this formula, charge and spin (eV) = 1.195
- LUMO energy (eV) = 0.03